{"formula": "C16H15N3O3Rh", "method": "wB97M-V/def2-TZVPD", "species": ["Rh", "C", "C", "N", "N", "C", "O", "C", "C", "C", "C", "C", "C", "C", "C", "C", "C", "C", "N", "H", "H", "H", "H", "H", "H", "H", "H", "H", "H", "H", "H", "C", "O", "C", "O", "H", "H", "H"], "coordinates": [[-0.6969, -1.1258, -1.1857], [-1.7724, 2.3034, 0.9879], [-1.7096, 1.0121, 0.2531], [-0.6079, 0.5055, -0.1924], [0.6234, 1.0669, -0.0277], [1.5339, 0.3300, -0.6471], [1.2578, -0.7591, -1.3074], [2.9423, 0.7427, -0.5799], [3.9073, -0.0145, -1.2429], [5.2379, 0.3627, -1.1828], [5.6075, 1.4906, -0.4628], [4.6474, 2.2466, 0.1986], [3.3159, 1.8772, 0.1417], [-2.9105, 0.1888, -0.0221], [-4.1765, 0.5451, 0.3946], [-5.2469, -0.2958, 0.1010], [-5.0207, -1.4628, -0.6009], [-3.7237, -1.7638, -0.9950], [-2.7025, -0.9641, -0.7124], [-0.7817, 2.7423, 1.0469], [-2.1580, 2.1485, 1.9977], [-2.4433, 2.9958, 0.4763], [3.6078, -0.8894, -1.8019], [5.9872, -0.2218, -1.6989], [6.6480, 1.7836, -0.4175], [4.9395, 3.1254, 0.7572], [2.5607, 2.4600, 0.6494], [-4.3287, 1.4648, 0.9405], [-6.2458, -0.0335, 0.4217], [-5.8248, -2.1399, -0.8486], [-3.4873, -2.6645, -1.5466], [0.4267, -2.1053, 1.7935], [0.0472, -3.1366, 0.8422], [-0.3661, -2.7656, -0.3162], [-0.6418, -3.4144, -1.2949], [0.5490, -2.6213, 2.7384], [-0.3595, -1.3575, 1.8645], [1.3650, -1.6560, 1.4785]], "atomic_forces_ev_per_a": [[-0.27, -0.04, -0.19], [-0.02, -0.01, -0.01], [0.02, 0.02, -0.03], [0.08, 0.03, 0.11], [0.01, -0.04, -0.03], [-0.11, -0.07, 0.01], [0.14, 0.14, -0.03], [0.02, 0.02, 0.00], [0.01, 0.01, 0.01], [0.00, 0.00, 0.00], [0.00, 0.00, 0.00], [0.00, 0.00, 0.00], [0.01, 0.00, -0.01], [-0.02, 0.02, 0.03], [-0.02, -0.03, -0.01], [0.02, 0.01, 0.00], [0.00, -0.02, -0.01], [-0.01, -0.01, -0.01], [0.15, 0.05, -0.02], [0.00, 0.00, 0.00], [0.00, 0.00, 0.00], [0.00, 0.00, 0.00], [-0.01, 0.00, 0.00], [0.00, 0.00, 0.00], [0.00, 0.00, 0.00], [0.00, 0.00, 0.00], [0.00, 0.00, 0.00], [0.00, 0.00, 0.00], [0.00, 0.00, 0.00], [0.00, 0.00, 0.00], [0.00, 0.00, 0.00], [0.03, 0.03, 0.05], [-0.01, 0.00, -0.06], [-0.02, -0.09, 0.29], [0.01, 0.01, -0.05], [-0.01, -0.02, -0.02], [-0.01, -0.01, -0.01], [-0.01, -0.01, -0.02]], "gap_ev": 7.1, "spin_multiplicity": 1, "relative_energy_kcal_mol": 0.00, "total_charge": 1}